Entry 1:
{
  "formula": "C9H4N4O4ReSbSe4",
  "method": "ωB97M-V/def2-TZVPD",
  "largest_force_ha_per_bohr": 0.028,
  "total_charge": 2,
  "energy_ha": -10788.85630,
  "relative_energy_kcal_mol": 5.85,
  "orbital_gap_ev": 5.9,
  "e_homo_ev": -15.773,
  "e_lumo_ha": -0.3630,
  "elements": ["Re", "Se", "Sb", "Se", "Se", "Se", "O", "C", "O", "C", "C", "C", "C", "C", "C", "N", "O", "O", "H", "H", "H", "H", "N", "C", "N", "C", "N"],
  "positions_angstrom": [[1.7518, -0.5949, -1.7576], [2.5993, -2.7055, -7.2569], [2.4435, -1.0111, -5.7171], [1.0825, -1.7418, -3.6238], [2.9115, 0.9584, -2.7860], [3.1669, 1.2187, -5.3850], [0.9734, -0.4983, 0.1943], [-0.0306, 0.1948, -0.2012], [0.0397, 0.3987, -1.4973], [-1.0933, 0.6837, 0.6107], [-2.1166, 1.4356, 0.0125], [-3.1515, 1.9040, 0.7927], [-3.1329, 1.6062, 2.1452], [-2.1357, 0.8681, 2.7626], [-1.0982, 0.3996, 1.9845], [-4.2574, 2.1101, 2.9871], [-4.2120, 1.8424, 4.1633], [-5.1167, 2.7389, 2.4174], [-2.0927, 1.6420, -1.0485], [-3.9644, 2.4857, 0.3841], [-2.1919, 0.6774, 3.8241], [-0.2999, -0.1818, 2.4244], [4.9318, -4.0886, 2.7904], [4.4906, -3.5190, 1.8939], [3.9884, -2.8691, 0.8722], [3.4959, -2.2810, -0.0073], [3.0183, -1.6731, -0.9788]]
}


Entry 2:
{
  "formula": "C9H50NO17",
  "method": "ωB97M-V/def2-TZVPD",
  "largest_force_ha_per_bohr": 0.037,
  "total_charge": -1,
  "energy_ha": -1706.70610,
  "relative_energy_kcal_mol": 38.28,
  "orbital_gap_ev": 4.9,
  "e_homo_ev": -3.642,
  "e_lumo_ha": 0.0447,
  "elements": ["C", "C", "C", "C", "C", "C", "N", "O", "C", "C", "C", "H", "H", "H", "H", "H", "H", "H", "H", "H", "H", "H", "H", "H", "H", "H", "H", "H", "H", "O", "H", "H", "O", "H", "H", "O", "H", "H", "O", "H", "H", "O", "H", "H", "O", "H", "H", "O", "H", "H", "O", "H", "H", "O", "H", "H", "O", "H", "H", "O", "H", "H", "O", "H", "H", "O", "H", "H", "O", "H", "H", "O", "H", "H", "O", "H", "H"],
  "positions_angstrom": [[-0.8354, -0.1741, -1.9022], [-0.0366, 0.1882, -0.6469], [0.0397, 1.7325, -0.7041], [0.3863, 2.4385, 0.5772], [-0.3810, 1.8628, 1.8350], [-0.3263, 0.2790, 1.9288], [-0.7404, -0.2391, 0.5784], [-1.1185, -1.6182, 0.5677], [-1.3672, -0.1383, 3.0420], [1.1210, -0.0363, 2.4038], [1.4341, -0.3896, -0.7552], [-0.4831, 0.2058, -2.8612], [-1.8167, 0.2844, -1.7795], [-0.9480, -1.2491, -2.0431], [-0.7717, 2.2483, -1.2179], [0.7904, 1.9515, -1.4634], [0.2357, 3.5172, 0.5346], [1.4353, 2.1546, 0.6621], [-1.3973, 2.2195, 1.6677], [-0.0416, 2.3711, 2.7375], [-1.4564, 0.7180, 3.7105], [-1.1340, -1.0204, 3.6382], [-2.3742, -0.3332, 2.6732], [1.3811, -1.0948, 2.3938], [1.1739, 0.3483, 3.4223], [1.8671, 0.5877, 1.9118], [2.1990, -0.1462, -0.0177], [1.7406, -0.3095, -1.7981], [1.3813, -1.4782, -0.7444], [0.1951, -1.5565, -5.2745], [1.0775, -1.5093, -4.9066], [-0.1665, -0.6799, -5.1440], [-3.8128, -1.7245, 0.5234], [-4.2032, -0.8647, 0.3667], [-2.8696, -1.5617, 0.5332], [4.9426, 1.2899, 3.2884], [4.3822, 1.7454, 2.6602], [4.8663, 0.3655, 3.0519], [-3.7762, 1.0960, 0.1835], [-2.8610, 0.9114, 0.3945], [-3.8635, 2.0420, 0.3009], [0.9090, -3.7193, -2.2494], [0.7991, -2.7936, -2.0321], [1.8560, -3.8380, -2.3221], [-1.9119, -3.1395, -4.6231], [-1.9561, -2.8158, -3.7234], [-1.1319, -2.7233, -4.9899], [-0.9602, 1.0933, -5.4279], [-1.7273, 1.2432, -4.8753], [-0.5427, 1.9518, -5.4969], [3.4887, 3.5530, 2.4263], [4.1229, 3.7026, 1.7251], [2.6694, 3.3583, 1.9713], [3.0273, 4.6407, -0.9485], [3.5957, 5.2371, -0.4611], [3.1862, 3.7826, -0.5552], [2.5094, -0.7939, -4.7255], [3.1007, -0.6612, -3.9847], [3.0723, -1.1239, -5.4258], [-1.7855, -3.8878, -1.5119], [-0.8981, -3.8723, -1.8704], [-1.7277, -3.3746, -0.7060], [-3.1342, 2.0211, 5.6927], [-2.2413, 2.2821, 5.9181], [-3.3841, 2.6104, 4.9809], [1.3472, -3.4579, 0.9077], [0.5862, -2.8850, 1.0027], [1.5963, -3.3753, -0.0128], [-4.8779, -0.7095, 3.3017], [-4.7531, -1.6495, 3.4320], [-4.7384, -0.3265, 4.1677], [4.2401, 2.4328, -0.0305], [5.1907, 2.3382, 0.0292], [3.9987, 1.9404, -0.8151], [-2.2078, -4.1136, 2.3592], [-2.0227, -3.1865, 2.2094], [-3.1628, -4.1746, 2.3349]]
}


Entry 3:
{
  "formula": "C9H58CdNO21",
  "method": "ωB97M-V/def2-TZVPD",
  "largest_force_ha_per_bohr": 0.076,
  "total_charge": 1,
  "energy_ha": -2179.94920,
  "relative_energy_kcal_mol": 0.00,
  "orbital_gap_ev": 5.4,
  "e_homo_ev": -8.911,
  "e_lumo_ha": -0.1304,
  "elements": ["Cd", "C", "C", "C", "C", "C", "C", "N", "O", "C", "C", "C", "H", "H", "H", "H", "H", "H", "H", "H", "H", "H", "H", "H", "H", "H", "H", "H", "H", "H", "O", "H", "H", "O", "H", "H", "O", "H", "H", "O", "H", "H", "O", "H", "H", "O", "H", "H", "O", "H", "H", "O", "H", "H", "O", "H", "H", "O", "H", "H", "O", "H", "H", "O", "H", "H", "O", "H", "H", "O", "H", "H", "O", "H", "H", "O", "H", "H", "O", "H", "H", "O", "H", "H", "O", "H", "H", "O", "H", "H"],
  "positions_angstrom": [[2.5976, 0.9564, -2.7235], [0.5577, -2.2563, -0.6840], [-0.4010, -1.0832, -0.4372], [-1.3254, -1.4344, 0.7163], [-2.1846, -0.2552, 1.0956], [-1.2507, 0.9129, 1.4442], [-0.2235, 1.2905, 0.3841], [0.3830, 0.0708, -0.1036], [1.5111, 0.1728, -0.9125], [0.8143, 2.1682, 1.0345], [-0.9821, 2.1415, -0.6565], [-1.2003, -0.8810, -1.7515], [0.0421, -3.1997, -0.4843], [1.3897, -2.1831, 0.0180], [0.8977, -2.2918, -1.7148], [-0.7698, -1.8463, 1.5627], [-1.9617, -2.2494, 0.3621], [-2.7433, -0.4639, 2.0102], [-2.8936, -0.0055, 0.3067], [-0.7065, 0.6449, 2.3610], [-1.8951, 1.7413, 1.7640], [0.3579, 3.0898, 1.3914], [1.6089, 2.4033, 0.3268], [1.3161, 1.6502, 1.8541], [-0.4287, 2.2765, -1.5849], [-1.0813, 3.1488, -0.2297], [-1.9913, 1.8198, -0.9084], [-1.7991, -1.7630, -2.0200], [-0.5006, -0.6710, -2.5525], [-1.9246, -0.0761, -1.6647], [-0.2287, -0.9335, 4.4348], [0.2300, -1.6802, 4.0308], [0.3990, -0.2036, 4.3894], [-4.4219, 1.7112, 2.3426], [-3.9254, 1.1097, 2.9314], [-3.8378, 1.8690, 1.5956], [-2.9017, 0.1091, 4.0505], [-2.9686, 0.7646, 4.7551], [-2.0089, -0.2687, 4.1437], [1.3214, 2.6312, -3.2945], [1.5700, 3.4178, -2.7907], [0.5010, 2.8820, -3.7572], [-0.4047, -5.3362, -0.0412], [-0.0862, -6.1193, 0.4228], [-1.2871, -5.1704, 0.3210], [1.5912, -2.8949, 2.9137], [2.3145, -3.3931, 3.3144], [1.0308, -3.5580, 2.4900], [1.3887, -0.3204, -3.9670], [1.3317, -1.2804, -3.7123], [1.1545, -0.2874, -4.9027], [-3.9731, -2.5273, 3.4091], [-3.8072, -1.5965, 3.2075], [-4.7202, -2.5088, 4.0147], [2.0655, -4.7075, -1.4731], [2.3541, -5.6241, -1.5272], [1.1680, -4.7412, -1.0883], [3.6663, 2.2067, -1.2768], [4.1385, 3.0430, -1.3690], [3.3206, 2.1976, -0.3626], [-1.0265, 3.8247, -4.3997], [-1.7246, 3.1628, -4.3029], [-1.3277, 4.4016, -5.1116], [-4.5923, -3.4559, -2.0158], [-3.8922, -4.0117, -2.3788], [-4.4243, -2.5749, -2.3667], [-3.6605, 4.0598, -2.5615], [-2.7704, 3.7160, -2.4322], [-3.6456, 4.5052, -3.4142], [2.3140, -2.7874, -3.7057], [3.1068, -3.1282, -4.1305], [2.1987, -3.3228, -2.8977], [2.7455, 5.5452, 1.6645], [2.7470, 6.3353, 2.2195], [1.9386, 5.6130, 1.1408], [1.5542, 4.3146, 4.0955], [2.1465, 4.2094, 3.3406], [1.6372, 3.4952, 4.5934], [4.6694, 3.4932, 1.4772], [5.2684, 3.6249, 0.7361], [3.9304, 4.1162, 1.3469], [3.9939, -0.6296, -2.1264], [4.6664, -1.0168, -2.6978], [3.9172, -1.2066, -1.3509], [2.8215, -0.4851, 1.7813], [2.5182, -1.3652, 2.0430], [2.1384, -0.1831, 1.1597], [-2.4089, -4.6706, -0.3062], [-1.8096, -4.0235, -0.6922], [-3.2166, -4.1737, -0.1151]]
}


Q: Number 1 is which compound?
A: C9H4N4O4ReSbSe4